(1)
{"formula": "C28H53NiO2PSe2Si2", "method": "wB97M-V/def2-TZVPD", "symbols": ["O", "O", "C", "C", "H", "H", "H", "H", "H", "C", "C", "H", "H", "H", "H", "H", "C", "C", "C", "H", "H", "H", "H", "H", "C", "H", "H", "H", "H", "H", "H", "Ni", "C", "Si", "H", "H", "C", "C", "C", "C", "Si", "H", "H", "C", "C", "C", "H", "H", "H", "H", "H", "H", "H", "H", "H", "H", "H", "H", "H", "H", "H", "H", "H", "H", "Se", "P", "Se", "C", "C", "C", "C", "C", "C", "C", "C", "C", "C", "C", "C", "H", "H", "H", "H", "H", "H", "H", "H", "H", "H"], "positions_angstrom": [[-1.237, -2.673, -2.521], [-2.229, -0.440, -3.462], [0.170, -2.924, -2.496], [0.555, -4.306, -2.001], [0.665, -2.160, -1.873], [0.494, -2.762, -3.531], [0.625, -4.312, -0.909], [1.545, -4.546, -2.400], [-0.153, -5.070, -2.330], [-1.883, -2.809, -1.241], [-3.353, -2.988, -1.482], [-1.679, -1.911, -0.630], [-1.470, -3.680, -0.703], [-3.769, -2.126, -2.009], [-3.872, -3.094, -0.526], [-3.534, -3.887, -2.077], [-3.303, 0.520, -3.526], [-1.966, -1.083, -4.736], [-4.306, 0.293, -2.422], [-3.806, 0.440, -4.505], [-2.859, 1.522, -3.442], [-4.918, -0.592, -2.625], [-4.987, 1.149, -2.390], [-3.842, 0.197, -1.435], [-2.969, -2.168, -4.992], [-0.947, -1.485, -4.673], [-1.989, -0.324, -5.538], [-2.957, -2.896, -4.176], [-2.712, -2.685, -5.919], [-3.975, -1.753, -5.099], [-1.064, -0.521, -2.290], [0.847, 0.880, 0.314], [-0.427, 0.250, -1.583], [0.594, 1.402, -2.698], [-1.187, 0.783, -1.000], [0.180, -0.433, -0.954], [1.749, 0.304, -3.699], [1.556, 2.791, -1.846], [-0.464, 2.351, -3.939], [2.578, 0.104, -0.045], [3.895, 1.153, 0.823], [2.731, 0.040, -1.139], [2.613, -0.938, 0.339], [4.903, 2.073, -0.482], [5.032, -0.024, 1.754], [3.257, 2.414, 2.064], [0.160, 3.119, -4.420], [-1.296, 2.866, -3.444], [-0.874, 1.710, -4.729], [2.467, -0.256, -3.092], [2.320, 0.929, -4.401], [1.179, -0.426, -4.289], [2.543, 2.482, -1.478], [0.993, 3.235, -1.012], [1.706, 3.574, -2.603], [5.103, -0.987, 1.229], [4.673, -0.217, 2.774], [6.044, 0.400, 1.823], [2.836, 1.930, 2.956], [2.477, 3.069, 1.653], [4.094, 3.052, 2.389], [5.941, 2.163, -0.128], [4.528, 3.087, -0.668], [4.925, 1.532, -1.438], [0.120, -1.038, 1.681], [-0.321, 0.630, 3.042], [-0.427, 2.319, 1.585], [-1.837, 0.418, 4.018], [-3.080, 0.711, 3.436], [-4.248, 0.509, 4.170], [-4.181, 0.000, 5.472], [-2.943, -0.320, 6.041], [-1.766, -0.125, 5.312], [0.989, 0.810, 4.286], [1.023, 1.970, 5.079], [2.044, 2.126, 6.020], [3.023, 1.137, 6.167], [2.981, -0.021, 5.382], [1.969, -0.184, 4.435], [-3.106, 1.109, 2.418], [-5.217, 0.739, 3.724], [-5.097, -0.156, 6.044], [-2.887, -0.724, 7.052], [-0.797, -0.385, 5.742], [0.254, 2.735, 4.957], [2.072, 3.021, 6.643], [3.823, 1.266, 6.897], [3.736, -0.800, 5.508], [1.923, -1.084, 3.815]], "atomic_forces_ev_per_a": [[0.3419, -0.7471, 0.7009], [-1.3122, 0.1530, -1.8361], [-0.3557, 0.3670, 0.0744], [0.2509, 0.0771, 0.0740], [0.0097, -0.1986, -0.1932], [-0.0054, -0.1013, 0.1519], [-0.0316, -0.1959, -0.1607], [-0.0694, -0.0917, 0.1055], [0.0566, 0.0811, -0.0161], [0.7006, 0.0739, -0.1563], [-0.3368, -0.0325, 0.0351], [-0.0604, -0.2802, -0.1498], [-0.1816, 0.2870, -0.1481], [0.1434, -0.2799, 0.1126], [-0.0105, 0.0029, -0.0616], [-0.0279, 0.0599, 0.0575], [0.4524, -0.1512, -0.1545], [0.0675, 0.6046, 0.6120], [-0.4190, 0.0643, 0.0391], [0.1765, 0.1488, 0.2934], [-0.1917, -0.2211, -0.0739], [0.1365, 0.1193, 0.1253], [0.0269, -0.0248, 0.0458], [0.0339, -0.0162, -0.2205], [-0.1592, -0.4144, -0.1579], [-0.2623, 0.1208, 0.0273], [0.0799, -0.1692, 0.2350], [0.0044, 0.2032, -0.2157], [-0.1062, -0.0291, -0.0502], [0.0317, -0.0835, 0.0016], [1.8601, 2.0646, 1.7897], [0.2270, -0.6621, -0.2392], [-0.8530, -0.9401, -1.4207], [-0.0833, -0.3837, -0.3634], [0.0252, -0.1978, 0.0216], [-0.2196, 0.2413, -0.1710], [0.1768, 0.1115, -0.1671], [0.1121, -0.1651, 0.1332], [-0.1082, -0.0156, -0.0373], [0.8583, -0.2698, -0.2372], [-0.2416, -0.6603, -0.4985], [0.2321, 0.1272, 0.5092], [0.0160, 0.5839, -0.1649], [0.2881, 0.1317, -0.0051], [0.3030, -0.0530, 0.0838], [-0.0268, 0.2092, 0.0706], [-0.1228, -0.1844, 0.1053], [0.1626, 0.0008, -0.1177], [0.0294, 0.0914, 0.1752], [-0.1213, 0.1036, -0.0855], [-0.0604, -0.1662, 0.0789], [0.0329, 0.1719, 0.0856], [-0.3109, 0.0914, -0.0825], [0.1333, 0.0439, -0.1483], [-0.0083, -0.0969, 0.2294], [0.0138, 0.2330, 0.1181], [0.0447, 0.0261, -0.2012], [-0.1621, -0.1348, 0.0990], [0.1566, 0.1344, -0.2315], [0.2397, -0.1138, 0.0721], [-0.1550, -0.1507, -0.0418], [-0.1848, 0.0714, -0.1276], [0.0821, -0.1881, 0.0201], [-0.0102, 0.1066, 0.2128], [-0.5052, -0.0654, 1.1571], [0.0370, -0.3344, -0.9587], [-0.8094, 0.6265, 1.5076], [-0.2976, -0.1210, 0.1201], [0.2025, 0.0072, 0.2536], [0.1107, -0.0943, 0.0417], [0.2187, -0.0062, -0.0812], [0.0445, 0.0554, -0.2672], [-0.3014, 0.1961, -0.1917], [0.3196, 0.1475, 0.1959], [0.2438, -0.3748, 0.0675], [-0.1491, -0.0766, -0.1471], [-0.1288, -0.1428, -0.2196], [-0.0816, 0.2405, 0.1217], [-0.2221, 0.1326, 0.0927], [-0.0623, -0.1031, 0.3424], [0.2802, -0.0490, 0.1389], [0.2747, 0.0622, -0.1717], [-0.0555, 0.0928, -0.2647], [-0.3058, 0.1085, -0.0692], [0.2480, -0.1633, 0.0256], [0.0226, -0.2496, -0.1957], [-0.2175, -0.0178, -0.1699], [-0.2172, 0.2694, -0.0576], [0.0429, 0.3717, 0.1685]], "total_charge": 0, "orbital_gap_ev": [7.347, 8.100], "e_lumo_ev": [0.302, 0.265], "e_homo_ev": [-7.05, -7.84], "spin_multiplicity": 3, "s_squared": 2.009, "fmax_ev_per_a": 3.31, "de_lowest_kcal_mol": 0.0}

***

(2)
{"formula": "C3H3NO2", "method": "wB97M-V/def2-TZVPD", "symbols": ["C", "C", "C", "N", "O", "O", "H", "H", "H"], "positions_angstrom": [[-0.469, 1.695, 0.007], [1.941, 0.153, 0.068], [0.653, -0.484, 0.020], [0.483, 2.467, 0.025], [3.100, -0.033, -0.061], [-0.516, 0.278, -0.132], [-1.638, 2.012, 0.083], [0.883, -1.238, -0.805], [0.409, -0.952, 0.994]], "atomic_forces_ev_per_a": [[-2.7604, 0.2134, -0.0514], [2.4989, 2.1830, -0.5315], [-0.8859, -1.5279, 0.4298], [0.8787, -1.0706, 0.1670], [-2.5240, 0.1920, 0.6026], [0.1567, 0.4756, -0.7191], [2.7546, -0.6274, -0.2257], [-1.1455, 0.7211, 0.7663], [1.0269, -0.5592, -0.4379]], "total_charge": 0, "orbital_gap_ev": [7.288, 9.296], "e_lumo_ev": [-0.932, -0.330], "e_homo_ev": [-8.22, -9.63], "fmax_ev_per_a": 3.36, "de_lowest_kcal_mol": 117.7}

***

(3)
{"formula": "H16O8", "method": "wB97M-V/def2-TZVPD", "symbols": ["O", "H", "H", "O", "H", "H", "O", "H", "H", "O", "H", "H", "O", "H", "H", "O", "H", "H", "O", "H", "H", "O", "H", "H"], "positions_angstrom": [[0.451, -0.639, -0.894], [0.691, 0.025, -0.237], [-0.446, -0.398, -1.153], [-0.963, -0.239, 2.587], [-0.486, 0.587, 2.723], [-0.913, -0.682, 3.441], [-3.247, -2.866, -1.967], [-4.065, -3.288, -1.681], [-2.628, -3.597, -2.066], [-0.432, 3.593, 0.390], [-0.772, 2.932, 1.003], [0.395, 3.882, 0.792], [-3.238, -1.095, 1.333], [-2.917, -0.186, 1.312], [-4.125, -1.039, 0.961], [-0.906, 3.450, -2.193], [-1.865, 3.369, -2.142], [-0.610, 3.307, -1.287], [5.087, 1.471, -0.008], [4.723, 2.362, 0.046], [4.346, 0.933, -0.308], [4.278, -3.725, -0.306], [4.269, -4.687, -0.250], [3.373, -3.470, -0.096]], "atomic_forces_ev_per_a": [[0.0315, 0.1960, 0.0810], [-0.0365, -0.1496, -0.0613], [0.0165, -0.1257, -0.0346], [0.2555, 0.4398, 0.0561], [0.0494, -0.1421, 0.1026], [-0.1212, -0.0776, -0.1091], [-0.0897, -0.1786, -0.0313], [0.0807, 0.0782, -0.0156], [0.0093, 0.1239, 0.0218], [0.2137, -0.1935, 0.8305], [-0.1010, 0.0495, -0.0509], [0.0025, 0.1253, -0.1191], [-0.4147, 0.1559, -0.1402], [0.1837, -0.2272, 0.1805], [0.0742, -0.1112, -0.0291], [-0.2915, -0.2015, -0.5450], [0.1418, 0.0668, -0.1123], [0.0106, 0.1648, 0.0099], [-0.2345, 0.1082, 0.0433], [0.1147, -0.0611, -0.0312], [0.1272, -0.0548, -0.0365], [-0.1386, -0.1358, 0.0720], [0.0567, 0.0982, -0.0245], [0.0597, 0.0521, -0.0567]], "total_charge": 0, "smiles": "O.O.O.O.O.O.O.O", "orbital_gap_ev": 10.351, "e_lumo_ev": -0.469, "e_homo_ev": -10.82, "fmax_ev_per_a": 0.88, "de_lowest_kcal_mol": 70.1}

***

(4)
{"formula": "C8H10", "method": "wB97M-V/def2-TZVPD", "symbols": ["C", "C", "C", "C", "C", "C", "C", "C", "H", "H", "H", "H", "H", "H", "H", "H", "H", "H"], "positions_angstrom": [[-2.130, 0.125, -0.394], [-1.186, 1.111, -0.471], [0.013, 0.882, 0.415], [1.562, 1.132, 0.243], [1.958, -0.033, -0.471], [1.221, -1.338, -0.363], [-0.019, -0.574, 0.695], [-1.381, -0.969, 0.253], [-3.131, 0.106, -0.872], [-1.450, 2.097, -0.715], [-0.197, 1.603, 1.313], [2.234, 2.115, 0.283], [3.159, -0.221, -0.646], [1.668, -2.133, 0.035], [0.784, -1.357, -1.336], [0.244, -1.014, 1.658], [-2.059, -1.238, 1.054], [-1.481, -1.973, -0.218]], "atomic_forces_ev_per_a": [[3.1513, 1.6000, -1.7702], [-1.5789, -0.3469, 0.3465], [1.4964, 2.8515, 3.1615], [0.5767, -1.9362, -4.5824], [5.6241, 1.5042, 3.2819], [-4.5787, 7.8846, 0.0132], [0.8590, -3.2850, -1.6576], [-3.2072, -3.7288, 0.7861], [0.9020, -0.0143, 0.6668], [-0.0760, 1.3126, -0.8175], [-0.1114, -1.5729, -0.8599], [-1.9497, -2.2579, -0.0615], [-2.8697, 0.9803, -0.0718], [1.8119, -3.0505, 1.3736], [-0.6740, -1.3707, -0.6929], [-0.0316, 0.7445, 0.1069], [0.0995, 0.0339, 1.3298], [0.5561, 0.6516, -0.5526]], "total_charge": 0, "smiles": "C1=C[C@H]2C=CC[C@H]2C1", "orbital_gap_ev": 9.570, "e_lumo_ev": 1.079, "e_homo_ev": -8.49, "fmax_ev_per_a": 9.12, "de_lowest_kcal_mol": 111.2}